[1]
ORCA calculation (ωB97M-V/def2-TZVPD) on the ion C5H4NO4P with charge -2 in a non-equilibrium geometry.

LUMO, eV: 6.527
Gap between HOMO and LUMO, eV: 6.6972

```
! wB97M-V def2-TZVPD RIJCOSX def2/J DEFGRID3
* xyz -2 1
C 0.34625 -1.42428 0.00213
C 1.77231 -1.25769 -0.02642
C 2.04297 1.08740 -0.03369
C 0.79216 1.57888 -0.00997
C -0.49981 -0.39717 0.03677
N 2.50919 -0.19597 -0.04250
O -2.97966 -1.24139 0.98499
O -2.54700 1.21659 0.48455
O -2.75784 -0.46625 -1.45581
O 0.14801 2.61767 0.00501
P -2.30295 -0.35760 -0.02312
H 0.00946 -2.47422 0.00498
H 2.36487 -2.18407 -0.03554
H 2.87417 1.81557 -0.05068
H -1.77213 1.68252 0.15930
*
```

***

[2]
ORCA calculation (ωB97M-V/def2-TZVPD) on the ion C4H7N2O with charge +1 in a non-equilibrium geometry.

LUMO (spin up / spin down), eV: -6.843 / -6.843
Structure (SMILES): CN1CC=C[N+]1=O
Gap between HOMO and LUMO (spin up / spin down), eV: 8.1984 / 8.2002

```
! wB97M-V def2-TZVPD RIJCOSX def2/J DEFGRID3
* xyz 1 1
C -0.94996 1.51369 -0.03330
N -0.47632 0.10763 0.02368
C 0.99584 -0.18185 -0.11908
C 0.87478 -1.70382 -0.06762
C -0.46173 -2.01854 0.00936
N -1.22775 -0.90648 0.11216
O -2.85349 -0.61759 0.06806
H -0.54242 2.03928 -0.88309
H -2.07412 1.53967 -0.13792
H -0.78290 2.09487 0.84163
H 1.49634 0.02048 0.86942
H 1.33841 0.30041 -1.01765
H 1.69068 -2.49157 0.10790
H -0.70627 -3.07350 0.25702
*
```

***

[3]
ORCA calculation (ωB97M-V/def2-TZVPD) on a cluster of 7 separate species, C13H38O8 in total.

LUMO, eV: 0.583
Structure (SMILES): C=CC[C@@H](COC)OC.CO.CO.CO.CO.CO.CO
Gap between HOMO and LUMO, eV: 10.2484

```
! wB97M-V def2-TZVPD RIJCOSX def2/J DEFGRID3
* xyz 0 1
C -2.01054 -1.62257 0.29076
C -0.75710 -1.42223 0.68581
C 0.26714 -0.64027 -0.09983
C 1.48139 -0.25557 0.76469
C 2.53988 -1.36404 0.82415
O 2.89210 -1.57903 2.18373
C 3.93598 -2.51347 2.32939
O 2.01719 1.00331 0.39747
C 2.54117 1.07797 -0.92460
H -2.36998 -1.24993 -0.66646
H -2.71060 -2.18939 0.89377
H -0.42967 -1.83967 1.63630
H 0.57308 -1.23998 -0.96354
H -0.17972 0.28717 -0.47141
H 1.13866 -0.11762 1.79646
H 2.15709 -2.30214 0.39895
H 3.43492 -1.05488 0.26917
H 4.45009 -2.31336 3.27215
H 4.67014 -2.42766 1.51917
H 3.55048 -3.54031 2.34267
H 2.17184 1.99003 -1.39612
H 3.63535 1.14034 -0.89239
H 2.26475 0.21647 -1.53587
C -1.91110 2.18564 2.23698
O -1.82965 0.88418 2.80113
H -2.23204 2.86660 3.02238
H -0.94211 2.52357 1.85682
H -2.64314 2.23263 1.42476
H -1.57892 0.28489 2.08951
C 0.67791 1.68594 -4.25651
O 2.07721 1.74442 -4.00745
H 0.19400 1.50696 -3.29814
H 0.29932 2.62575 -4.66564
H 0.42010 0.86859 -4.93461
H 2.52705 1.90381 -4.84109
C -4.99788 1.15635 -0.50937
O -3.69445 1.54843 -0.93305
H -5.67721 1.95492 -0.79770
H -5.30735 0.23315 -1.00469
H -5.05466 1.01793 0.57301
H -3.08106 0.85152 -0.67983
C -5.77480 0.62807 -3.97892
O -4.38866 0.34922 -4.11469
H -6.31344 0.02857 -4.70906
H -6.13266 0.36216 -2.98217
H -5.99347 1.68284 -4.16664
H -3.92072 0.87647 -3.45789
C 4.21064 2.77196 2.47233
O 4.46482 4.17438 2.46652
H 5.15027 2.28129 2.71696
H 3.46865 2.49961 3.22722
H 3.86640 2.41819 1.49950
H 3.64343 4.62168 2.24878
C 0.58050 -4.73400 2.22167
O 1.39431 -4.66908 1.05595
H -0.31585 -4.15500 2.01494
H 0.28375 -5.76078 2.44948
H 1.08375 -4.30023 3.09040
H 2.18338 -5.19380 1.21472
*
```

***

[4]
ORCA calculation (ωB97M-V/def2-TZVPD) on a cluster of 14 separate species, C56H112O42 in total in a non-equilibrium geometry.

LUMO, eV: 0.043
Gap between HOMO and LUMO, eV: 10.4353

```
! wB97M-V def2-TZVPD RIJCOSX def2/J DEFGRID3
* xyz 0 1
C 3.77496 3.01789 -7.28232
C 5.21198 3.26112 -7.51036
O 5.80240 3.31752 -6.20408
C 7.09039 3.12253 -5.99201
O 7.90788 2.84324 -6.84141
O 7.37574 3.37221 -4.69969
C 8.68879 3.19609 -4.30407
H 3.41680 2.51101 -8.17837
H 3.11138 3.83034 -6.98620
H 3.62731 2.24790 -6.52508
H 5.42476 4.22194 -7.97903
H 5.55172 2.38671 -8.06543
H 9.28154 3.84297 -4.95081
H 9.00423 2.17090 -4.49798
H 8.90002 3.35894 -3.24719
C -1.48882 3.75199 -10.89397
C -1.99134 2.31105 -10.45819
O -2.87095 2.43054 -9.39270
C -3.00184 1.42944 -8.51774
O -2.34801 0.40207 -8.44633
O -4.04922 1.72004 -7.68185
C -4.32035 0.69691 -6.71790
H -2.30760 4.35435 -11.28750
H -0.82792 3.55776 -11.73871
H -0.96733 4.26513 -10.08599
H -1.24036 1.61317 -10.08794
H -2.53249 1.87631 -11.29858
H -5.04347 0.92970 -5.93624
H -3.37830 0.45833 -6.22422
H -4.72526 -0.21656 -7.15347
C 11.52989 -4.12070 -0.65561
C 10.02152 -4.03217 -0.50524
O 9.64267 -2.87901 0.20746
C 9.17351 -1.79851 -0.46019
O 9.12553 -1.59897 -1.65457
O 8.79264 -0.92755 0.45328
C 8.13780 0.28376 0.06273
H 11.92680 -5.01313 -1.13947
H 11.92477 -4.01296 0.35463
H 11.98100 -3.27691 -1.17774
H 9.59361 -4.96707 -0.14336
H 9.61509 -4.00084 -1.51615
H 7.70347 0.36197 -0.93393
H 8.73623 1.19479 0.06815
H 7.29602 0.41515 0.74262
C 5.69632 -9.79393 0.60184
C 5.59253 -8.28772 1.08469
O 4.45206 -7.63820 0.61303
C 4.14366 -6.43464 1.00399
O 4.85205 -5.58292 1.45454
O 2.86364 -6.18870 0.51388
C 2.19167 -4.92897 0.62552
H 6.73781 -10.11512 0.58629
H 5.32291 -10.00263 -0.40071
H 5.17319 -10.50789 1.23801
H 6.48030 -7.75231 0.74810
H 5.71527 -8.16887 2.16122
H 2.74830 -4.12251 0.14815
H 2.09278 -4.74583 1.69547
H 1.17471 -4.99007 0.23799
C -1.22722 8.35932 0.98210
C -0.61188 7.62525 -0.25363
O -1.55968 7.60922 -1.30755
C -1.27725 6.99766 -2.52007
O -0.14720 6.72932 -2.93002
O -2.43392 6.81750 -3.20869
C -2.40756 6.11177 -4.37294
H -1.40016 9.41845 0.79123
H -0.74574 8.14428 1.93605
H -2.23011 7.96405 1.14357
H -0.36051 6.61942 0.08286
H 0.31516 8.12910 -0.52718
H -2.52463 6.76532 -5.23739
H -3.36604 5.59507 -4.42222
H -1.60823 5.38406 -4.51304
C 3.60829 6.49665 6.57678
C 3.24184 6.10959 5.14625
O 2.74282 4.78147 5.16283
C 2.94745 3.88173 4.11726
O 3.35921 4.21060 3.00898
O 2.50877 2.65509 4.50688
C 2.40736 1.56928 3.68955
H 4.38534 5.80205 6.89586
H 2.80301 6.31017 7.28730
H 4.05801 7.48946 6.59050
H 4.09833 6.15927 4.47390
H 2.44078 6.71474 4.72174
H 3.20086 1.32606 2.98293
H 1.50142 1.78328 3.12249
H 2.13817 0.66971 4.24310
C 0.92574 1.41693 -1.44959
C -0.38993 0.67466 -1.59013
O -0.73746 0.15469 -0.42098
C -1.90158 -0.42209 -0.21722
O -2.85551 -0.69562 -0.98553
O -1.89316 -0.85240 1.04825
C -2.92609 -1.63025 1.58665
H 1.18234 1.80086 -2.43694
H 1.80449 0.82333 -1.19754
H 0.82283 2.22446 -0.72473
H -0.36799 -0.16425 -2.28573
H -1.10794 1.42467 -1.92189
H -2.56633 -2.17659 2.45853
H -3.42742 -2.37483 0.96828
H -3.71820 -0.94286 1.88356
C -1.73909 -4.27002 7.08718
C -3.21053 -4.14435 7.57512
O -3.03129 -3.26487 8.67889
C -3.94754 -2.29786 8.86546
O -4.97848 -2.17549 8.25781
O -3.49996 -1.60982 9.87599
C -4.14379 -0.45586 10.35588
H -0.97012 -4.55664 7.80456
H -1.44576 -3.32152 6.63727
H -1.68644 -4.99757 6.27724
H -3.60414 -5.08772 7.95357
H -3.96200 -3.90827 6.82168
H -5.19301 -0.73962 10.27392
H -3.92093 0.30400 9.60684
H -4.05681 -0.09312 11.38006
C -10.24073 -10.50738 2.45753
C -9.61041 -9.20403 1.99670
O -9.49060 -8.38321 3.11863
C -8.77380 -7.22321 3.04427
O -8.01830 -6.95334 2.08379
O -9.02461 -6.44886 4.13514
C -8.48623 -5.14497 4.24582
H -11.16915 -10.36665 3.01100
H -9.55951 -11.12903 3.03854
H -10.47065 -11.17264 1.62526
H -10.27262 -8.67403 1.31210
H -8.63128 -9.39505 1.55749
H -9.11663 -4.48049 4.83673
H -8.45202 -4.74966 3.23060
H -7.50181 -5.05168 4.70442
C -3.52858 -6.39793 -2.35015
C -4.86596 -6.78535 -2.89106
O -4.83912 -7.22282 -4.25983
C -5.28790 -6.37674 -5.23411
O -5.58215 -5.22066 -5.08693
O -5.31787 -7.05683 -6.41379
C -5.91470 -6.55777 -7.58983
H -2.81687 -7.18016 -2.61416
H -3.53696 -6.31344 -1.26346
H -3.16869 -5.42101 -2.67296
H -5.61875 -5.99813 -2.84989
H -5.38420 -7.57206 -2.34278
H -5.10258 -5.98490 -8.03746
H -6.76372 -5.90330 -7.39253
H -6.22158 -7.39568 -8.21579
C 0.10178 -4.59160 -7.10062
C -0.05671 -3.82129 -5.80401
O 0.89197 -2.84913 -5.58963
C 2.09592 -3.12484 -5.14185
O 2.44147 -4.12728 -4.44573
O 2.92273 -2.19639 -5.53364
C 4.11045 -1.98537 -4.81498
H -0.77254 -5.11836 -7.48297
H 0.86596 -5.36263 -7.00239
H 0.34755 -3.87574 -7.88499
H -0.30583 -4.51773 -5.00337
H -0.96203 -3.21562 -5.84475
H 4.15981 -0.95198 -4.47180
H 4.84904 -2.20216 -5.58673
H 4.26232 -2.58048 -3.91449
C -5.14785 3.34162 0.69189
C -6.45009 2.75804 1.38719
O -6.61226 1.41797 1.18332
C -7.46428 0.97635 0.21700
O -8.13960 1.68244 -0.53767
O -7.48541 -0.33003 0.33673
C -8.13314 -1.12874 -0.60884
H -4.51138 2.56807 0.26220
H -4.59802 4.01715 1.34720
H -5.39167 3.93285 -0.19078
H -7.27050 3.39756 1.06154
H -6.38186 3.00283 2.44715
H -7.96891 -0.90383 -1.66266
H -9.22311 -1.12845 -0.60158
H -7.94285 -2.17832 -0.38465
C -2.76530 2.29038 6.14465
C -2.72270 3.72840 6.60419
O -2.07940 3.74238 7.82933
C -2.61971 4.50027 8.89813
O -3.65275 5.18526 8.76827
O -1.91296 4.48515 9.98118
C -2.35942 5.12297 11.20385
H -3.43742 2.12242 5.30314
H -3.10758 1.63607 6.94642
H -1.73721 1.94345 6.04089
H -3.73877 4.10885 6.70898
H -2.14662 4.29171 5.87007
H -1.77934 4.80557 12.07035
H -3.41344 4.91019 11.38243
H -2.24600 6.17922 10.95977
C 8.13682 8.49516 4.58639
C 8.55716 9.02861 3.18781
O 7.42681 9.02959 2.26588
C 7.09912 7.90338 1.66382
O 7.55856 6.75107 1.95149
O 6.17821 8.20398 0.66624
C 5.63514 7.14387 -0.18666
H 7.35520 9.15917 4.95555
H 9.00988 8.46210 5.23814
H 7.59560 7.55056 4.53253
H 9.34632 8.42499 2.73952
H 9.00288 10.02176 3.24355
H 5.68621 6.22794 0.40204
H 6.22179 7.04720 -1.10023
H 4.62103 7.34441 -0.53228
*
```

***

[5]
ORCA calculation (ωB97M-V/def2-TZVPD) on a structure of composition C19H21BrFN2O9Ti in a non-equilibrium geometry.

LUMO (spin up / spin down), eV: -0.909 / -1.024
Expectation value of S²: 0.753
Gap between HOMO and LUMO (spin up / spin down), eV: 7.3235 / 8.3978

```
! wB97M-V def2-TZVPD RIJCOSX def2/J DEFGRID3
* xyz 0 2
Ti -0.09896 0.04269 -0.88691
C 0.14855 3.18395 -0.89329
O -0.18365 2.11592 -0.01452
C 0.05225 2.46634 1.35642
C -0.51553 1.43949 2.30554
O 0.29620 0.29225 2.25555
C -0.30650 -0.89715 2.73051
C 0.42176 -2.07737 2.10918
O 0.09842 -2.31024 0.75173
C -1.09104 -3.06349 0.58540
H 1.21986 3.40783 -0.84670
H -0.41944 4.07802 -0.62493
H -0.12674 2.87011 -1.89798
H -0.43013 3.43171 1.54135
H 1.13173 2.57698 1.51162
H -1.54505 1.20318 2.02629
H -0.50828 1.88283 3.31249
H -1.36531 -0.91422 2.46238
H -0.21730 -0.95345 3.82439
H 0.21810 -2.98183 2.69582
H 1.49589 -1.88572 2.14478
H -1.01540 -4.01749 1.11953
H -1.20475 -3.24674 -0.48025
H -1.96714 -2.50943 0.93074
O 0.99703 0.54693 -2.55800
C 2.22056 0.52708 -2.80940
C 3.23974 0.46284 -1.80889
C 4.57513 0.72301 -2.16223
C 5.50938 0.79619 -1.16633
C 5.17721 0.62013 0.18507
C 3.88416 0.34375 0.54204
C 2.87387 0.22807 -0.45020
O 1.67180 -0.09119 -0.11593
N 6.90459 1.08572 -1.51929
O 7.70803 1.16183 -0.61354
O 7.17549 1.18683 -2.69806
H 2.53677 0.60493 -3.85837
H 4.86498 0.88481 -3.19103
H 5.95781 0.70340 0.92700
H 3.59638 0.18916 1.57249
F -1.61926 -0.19461 0.23358
Br -6.30478 0.78328 -5.24098
C -4.89961 -0.37453 -4.73949
C -4.86067 -1.66423 -5.25473
N -3.90684 -2.53421 -4.95199
C -2.95804 -2.14223 -4.11046
C -2.91419 -0.86858 -3.55143
C -3.90893 0.04424 -3.87284
C -1.81338 -0.48368 -2.62828
O -1.03191 -1.37590 -2.17435
O -1.65908 0.71462 -2.29341
H -5.63401 -1.99553 -5.93743
H -2.18358 -2.85719 -3.86510
H -3.89259 1.04102 -3.45497
*
```

***

[6]
ORCA calculation (ωB97M-V/def2-TZVPD) on a cluster of 2 separate species, C5H13N3 in total.

LUMO (spin up / spin down), eV: 0.497 / 0.497
Gap between HOMO and LUMO (spin up / spin down), eV: 8.0799 / 8.0759

```
! wB97M-V def2-TZVPD RIJCOSX def2/J DEFGRID3
* xyz 0 1
C 0.33708 1.09214 -0.91603
C -0.80108 0.60097 2.03149
C 1.72278 1.30857 -1.43209
N 0.07131 0.10088 0.95838
H 1.04429 0.14075 1.24854
H -0.39892 0.72319 -1.61086
H -0.03063 1.92602 -0.32643
H -0.38662 1.53062 2.42349
H -0.90182 -0.10775 2.86004
H -1.79092 0.81022 1.62805
H 2.46727 1.27092 -0.63209
H 1.79461 2.31661 -1.86618
H 1.98942 0.56648 -2.18072
C -0.13647 -1.24425 0.30212
C -1.62696 -1.45062 0.02769
N 0.60048 -1.23671 -0.88737
N -2.09790 -1.75766 -1.10199
H 1.58498 -1.40414 -0.68681
H -1.29927 -1.81812 -1.75220
H 0.17089 -2.00889 1.03947
H -2.31255 -1.35925 0.87348
*
```